(1)
A molecular structure, C42H60Cl2N5O7SScSi, computed with the ωB97M-V functional and the def2-TZVPD basis.

Maximum force in eV/Å: 0.5
E_HOMO in eV: -2.053

```
! wB97M-V def2-TZVPD RIJCOSX def2/J DEFGRID3
* xyz -2 1
H 5.50 -4.48 -1.24
C -6.58 4.52 1.74
H -6.91 6.03 3.23
O -2.04 3.50 0.69
C 4.42 -4.61 -1.10
H 2.62 -4.62 3.81
C 1.57 -6.57 1.17
O -0.06 -4.34 -0.34
H 4.24 -4.98 -0.09
H -1.81 -1.81 0.94
H -2.74 -5.38 -2.00
H -1.74 -6.22 -0.80
H -4.51 2.59 -3.16
H -1.61 3.20 3.12
Sc -0.80 1.92 0.11
H 1.71 1.38 4.62
H 0.16 -0.56 -4.39
H -0.16 3.41 4.16
C -5.64 3.83 0.98
O 1.90 -4.17 1.38
C 2.82 3.37 -3.53
H 5.24 -2.10 -0.42
H 4.05 -5.35 -1.81
C -4.82 5.80 2.76
C 3.57 2.05 3.81
H -0.21 0.95 4.46
H 2.56 -6.66 0.70
C 0.56 -0.07 -3.50
H 1.33 0.65 -3.78
H -0.07 -6.06 3.36
H 0.72 5.07 0.37
H -2.65 -4.77 -0.34
C 1.64 3.97 -3.11
H 0.20 -6.05 -2.36
H -5.94 3.05 0.29
C -2.09 -5.24 -1.14
C -1.80 0.77 -3.15
O 2.28 -3.58 -1.17
H -0.49 -2.37 -2.22
C -1.04 4.60 -2.42
H -2.03 -3.05 -2.76
C -0.88 -4.37 -1.51
C 1.90 3.01 -0.89
H 5.23 2.88 2.73
H 3.33 -1.83 -2.83
C -0.50 0.66 -2.72
H 3.17 3.51 -4.55
Cl -4.10 -2.21 0.49
N 0.02 1.97 2.60
C 4.17 -2.26 -0.28
C 3.67 -3.29 -1.29
H 3.64 -1.32 -0.39
C -2.74 -1.59 1.46
Cl -2.68 -2.43 3.03
C 2.08 2.58 1.45
H -2.08 0.30 -4.09
H 4.14 1.80 4.70
C -4.29 4.13 1.10
H 4.42 2.05 -2.97
H -0.77 5.52 -2.97
S 0.78 -1.41 0.47
H -2.02 4.75 -1.96
H -1.59 0.90 3.38
H 4.01 -2.61 0.74
H -0.14 -0.08 3.00
N 1.30 2.77 0.34
H 3.96 3.36 0.72
H -0.73 -5.10 -3.54
H -1.11 3.78 -3.13
C 1.55 -5.34 2.09
C 1.46 2.08 2.62
O -3.80 0.35 2.40
H 4.94 -2.58 -2.91
H -1.84 -2.47 -1.10
C -3.27 3.40 0.30
H -0.96 5.51 0.06
C 3.52 2.57 -2.65
C -3.88 5.11 2.01
C -1.34 -2.98 -1.92
H 0.83 -6.47 0.38
O -2.10 0.61 0.98
H -0.20 4.07 2.50
C -0.52 3.24 3.13
N -3.67 2.73 -0.74
C -4.18 1.55 -3.05
H -7.63 4.27 1.65
H 1.06 4.56 -3.80
C 0.17 -5.19 2.74
N -0.09 4.27 -1.38
C -0.10 -5.04 -2.65
C 2.62 -5.50 3.17
H -2.83 5.31 2.11
C 3.45 2.90 1.56
H 0.35 6.28 -0.88
C 3.88 -2.76 -2.71
H 0.16 -4.29 3.36
C 0.01 5.35 -0.41
O -0.08 1.17 -1.62
H -4.19 1.06 -4.03
H 3.60 -5.59 2.70
H 3.58 1.70 -0.70
C -2.81 1.48 -2.44
H 0.79 -4.46 -2.87
C -0.50 0.87 3.41
N -2.57 2.07 -1.30
H -0.59 -5.08 1.98
C -2.93 -0.07 1.67
H -4.91 1.07 -2.40
H 2.43 -6.39 3.78
C 1.17 3.79 -1.82
C 3.06 2.39 -1.35
H 1.37 -7.48 1.74
C -6.17 5.51 2.63
C 2.20 1.80 3.75
Si 1.21 -3.34 0.10
C 4.17 2.63 2.71
H 3.50 -3.48 -3.43
H -4.50 6.56 3.46
H 1.02 -0.81 -2.84
*
```

***

(2)
8 unconnected molecules or ions with the total composition C34H81N9O8 in a non-equilibrium geometry, computed with the ωB97M-V functional and the def2-TZVPD basis.

Maximum force in eV/Å: 2.4
E_HOMO in eV: -7.860

```
! wB97M-V def2-TZVPD RIJCOSX def2/J DEFGRID3
* xyz 0 1
H 6.16 -2.82 0.27
H -1.94 -0.66 -5.35
N 1.40 0.66 5.09
H 3.28 -0.64 3.52
C -1.09 3.91 0.94
N 4.20 -2.60 -2.22
H 3.97 -2.91 -3.13
H -4.43 5.70 -0.58
H -0.47 -1.96 3.73
H -3.99 4.16 -2.44
H -0.36 -2.52 -1.26
H -1.74 0.11 4.04
C 1.89 -0.71 5.26
N 5.52 -2.40 -0.37
N 3.30 -1.58 -6.10
C -3.58 -2.95 -1.18
H 3.80 -0.14 6.22
H -0.19 1.26 2.13
C -3.39 -3.16 0.35
H 2.50 4.68 -3.08
H 1.91 3.06 -2.88
H 1.57 1.01 2.56
C -0.31 2.31 4.45
C 2.82 3.66 -2.83
H 1.62 -1.25 0.56
H -4.56 -2.65 2.07
C -2.46 -5.56 0.33
H 4.87 3.72 -3.57
C -3.63 -4.64 0.69
H -3.56 4.31 1.24
H -0.27 0.75 -4.82
C -1.39 -0.27 -3.43
C -0.88 -0.03 4.70
H -2.50 2.71 -3.79
O 4.23 1.79 -3.21
H -2.72 -6.53 0.77
C 2.03 0.37 -0.85
H -1.52 1.25 0.89
H -2.97 1.13 -0.05
C 5.14 -3.19 -1.42
H 1.88 -1.65 3.32
C -4.51 -2.34 1.02
C -3.48 5.17 -0.70
H 1.42 0.83 -1.63
O -0.63 2.19 -1.38
H 3.17 -1.70 6.79
C -1.85 3.58 -3.70
H -1.30 -2.05 5.25
O -1.58 -0.47 -2.22
H -1.12 4.94 0.57
H 0.58 -2.13 1.23
H 0.33 3.08 4.03
C 3.96 3.13 -3.67
H 4.18 1.21 -3.99
H -1.25 2.35 3.89
O 2.42 1.61 4.81
H -3.21 5.70 -2.80
C -0.65 5.13 -2.08
H 3.70 -1.80 -1.85
C -0.87 -3.55 0.57
H -1.62 -1.22 -0.23
C -1.78 4.11 -2.27
H -0.37 5.44 -3.09
C 0.71 -1.67 5.62
H -0.95 1.26 -1.46
O 2.88 0.51 -5.30
C 2.62 -1.33 4.06
N -2.01 -0.98 -4.40
H -4.63 -3.22 -1.34
H 1.90 -2.26 -4.18
C -2.14 3.19 0.09
H 2.43 -0.29 7.33
H 2.71 1.84 5.70
C -3.16 4.82 -2.15
H 1.44 -1.73 -1.17
H -0.84 3.30 -4.03
C 2.89 -0.71 6.43
H -4.57 -4.88 0.19
H 0.23 4.72 -1.58
H -0.20 1.37 -3.18
O 5.55 -4.34 -1.52
H 1.35 -0.66 -3.72
O -1.82 -1.34 0.72
C 0.54 0.72 2.74
N 1.97 -1.27 -4.23
O 3.36 0.06 -1.25
H -3.44 -1.94 -1.57
H 3.75 0.89 -1.61
H -1.45 4.07 1.96
H 3.10 3.73 -1.77
H -2.19 4.28 -4.46
H -4.29 3.33 -0.02
H 0.25 -0.75 -0.37
C -1.20 -4.98 0.99
C -2.44 1.79 0.65
H -2.80 5.98 -0.40
H -0.98 6.06 -1.61
H 0.44 -0.33 2.46
H 2.09 1.07 -0.01
C 2.69 -0.71 -5.25
H 0.55 -1.53 6.69
H -0.42 -5.63 0.56
H -3.73 -4.64 1.78
C -3.45 3.98 0.21
H -5.50 -2.59 0.64
H -1.13 -5.13 2.07
H 3.86 -1.21 -6.84
H 3.25 -2.17 4.34
H -4.39 -1.27 0.93
H -3.02 1.78 1.57
H 3.03 -2.54 -6.04
H -0.10 3.46 0.91
H 1.11 -2.69 5.58
H -2.37 -5.63 -0.75
H -2.67 -1.70 -4.17
N -2.07 -2.73 0.76
H 1.02 -3.79 1.65
C 0.22 0.88 4.23
H -0.27 -2.80 2.53
C 0.19 -3.09 1.59
H 5.19 -1.45 -0.28
N -1.78 2.99 -1.32
H 3.62 3.06 -4.70
H -0.70 -4.25 -1.60
C 1.33 -0.92 -0.44
H -0.48 2.56 5.50
C -0.51 -1.51 4.72
H -1.29 0.19 5.69
H 0.75 -3.75 -0.76
C -0.33 -3.54 -0.87
H -2.88 -3.50 -1.81
N -0.49 0.66 -3.84
*
```

***

Which orbital gap belongs to each record? In order, 0.227 0.290 Ha.